# 1
Density functional theory data (wB97M-V/def2-TZVPD) for the molecule C2H6N4O2 at a distorted geometry.

```
! wB97M-V def2-TZVPD RIJCOSX def2/J DEFGRID3
* xyz 0 1
H -0.591 2.143 -0.062
N 0.410 1.779 0.209
C 0.679 0.497 -0.073
N 1.963 0.212 -0.371
N 2.452 -1.084 0.149
O -0.245 -0.546 0.017
C -1.564 -0.146 0.043
N -2.036 -1.454 -0.152
O -1.992 1.095 0.002
H 2.416 1.126 -0.212
H 2.461 -0.819 1.152
H 3.610 -1.238 -0.264
H -1.341 -2.154 0.490
H -2.879 -1.734 0.072
*
```

Summary:
- LUMO (eV) = 0.4827
- SMILES = [H]/N=C(/NN)OC(N)=O
- E_HOMO (eV) = -8.8
- orbital gap (eV) = 9.241
- ΔE to the lowest compared entry with this formula, charge and spin (kJ/mol) = 402.80
- DFT total energy (eV) = -12222.477

# 2
Density functional theory data (wB97M-V/def2-TZVPD) for the molecule C2H6N4O2 at a distorted geometry.

```
! wB97M-V def2-TZVPD RIJCOSX def2/J DEFGRID3
* xyz 0 1
N -1.727 -1.556 -0.301
N -1.477 -0.165 -0.213
C -0.140 -0.041 -0.144
N 0.394 1.207 0.317
N -0.262 2.361 -0.138
O 0.687 -1.139 0.140
C 2.054 -0.988 0.046
O 2.735 -0.091 -0.506
H -1.583 -1.981 0.672
H -2.787 -1.527 -0.176
H 1.339 1.157 0.130
H -0.825 2.005 -0.896
H -1.019 2.492 0.476
H 2.609 -1.735 0.595
*
```

Summary:
- LUMO (eV) = 0.3921
- SMILES = N/N=C(/NN)OC=O
- E_HOMO (eV) = -8.8
- orbital gap (eV) = 9.208
- ΔE to the lowest compared entry with this formula, charge and spin (kJ/mol) = 318.66
- DFT total energy (eV) = -12223.349

# 3
Density functional theory data (wB97M-V/def2-TZVPD) for the molecule C2H6N4OS at a distorted geometry.

```
! wB97M-V def2-TZVPD RIJCOSX def2/J DEFGRID3
* xyz 0 1
H 1.656 1.580 -1.081
N 2.239 0.694 -0.988
C 1.722 -0.070 -0.078
N 2.266 -1.311 0.238
N 0.572 0.154 0.739
O 0.032 1.465 0.556
C -1.242 1.437 0.028
N -2.028 0.516 -0.326
S -1.698 -1.205 -0.104
H 2.941 -1.657 -0.388
H 1.664 -1.964 0.629
H 0.774 0.095 1.769
H -1.551 2.434 -0.219
H -2.800 -1.490 -0.830
*
```

Summary:
- LUMO (eV) = 0.6165
- SMILES = [H]/N=C(/N)NO/C=N\S
- E_HOMO (eV) = -9.0
- orbital gap (eV) = 9.624
- ΔE to the lowest compared entry with this formula, charge and spin (kJ/mol) = 325.21
- DFT total energy (eV) = -21011.935

# 4
Density functional theory data (wB97M-V/def2-TZVPD) for a structure of composition C2H6N4OS at a distorted geometry.

```
! wB97M-V def2-TZVPD RIJCOSX def2/J DEFGRID3
* xyz 0 1
C -1.127 1.554 -0.172
C -0.332 -0.846 -0.380
H -2.554 -1.546 0.570
H -1.894 -0.412 2.202
H -1.889 2.108 0.352
H 0.497 1.524 -1.206
H 1.262 -1.371 -1.246
H 1.831 1.380 0.356
N -2.210 -0.297 0.970
N -1.175 0.192 0.154
N -0.090 2.185 -0.751
N 1.084 -0.667 -0.591
O -0.785 -1.873 -0.762
S 2.157 -0.053 0.619
*
```

Summary:
- LUMO (eV) = 0.4104
- E_HOMO (eV) = -9.3
- orbital gap (eV) = 9.695
- ΔE to the lowest compared entry with this formula, charge and spin (kJ/mol) = 514.77
- DFT total energy (eV) = -21009.971

# 5
Density functional theory data (wB97M-V/def2-TZVPD) for a structure of composition C2H6N4OS at a distorted geometry.

```
! wB97M-V def2-TZVPD RIJCOSX def2/J DEFGRID3
* xyz 0 1
C -1.232 -0.383 -0.301
C 0.598 0.980 0.649
H -1.568 2.092 -1.342
H -2.562 1.780 0.004
H -2.128 -0.659 -1.175
H -0.715 -1.578 2.900
H 0.830 1.808 1.350
H 0.143 -0.708 -1.557
N -1.458 2.025 -0.226
N -0.650 0.867 -0.337
N -1.165 -1.292 0.637
N 1.639 0.332 0.232
O -0.408 -0.888 1.919
S 1.532 -0.796 -1.236
*
```

Summary:
- LUMO (eV) = 0.0618
- E_HOMO (eV) = -8.9
- orbital gap (eV) = 8.978
- ΔE to the lowest compared entry with this formula, charge and spin (kJ/mol) = 872.75
- DFT total energy (eV) = -21006.261

# 6
Density functional theory data (wB97M-V/def2-TZVPD) for the molecule C2H6N4OS at a distorted geometry.

```
! wB97M-V def2-TZVPD RIJCOSX def2/J DEFGRID3
* xyz 0 1
H 1.620 1.326 -1.016
N 1.346 1.384 -2.010
C 0.096 1.344 -2.122
N -0.900 1.243 -1.114
S -0.564 0.843 0.525
C -0.345 -0.969 0.271
O -0.580 -1.495 -0.767
N 0.117 -1.564 1.390
N 0.429 -0.952 2.593
H -0.373 1.394 -3.107
H -1.760 0.823 -1.475
H 0.187 -2.579 1.376
H 1.117 -0.240 2.443
H -0.392 -0.559 3.014
*
```

Summary:
- LUMO (eV) = 0.4735
- SMILES = [H]/N=C\NSC(=O)NN
- E_HOMO (eV) = -9.6
- orbital gap (eV) = 10.096
- ΔE to the lowest compared entry with this formula, charge and spin (kJ/mol) = 173.74
- DFT total energy (eV) = -21013.505

# 7
Density functional theory data (wB97M-V/def2-TZVPD) for the molecule C2H6N4S at a distorted geometry.

```
! wB97M-V def2-TZVPD RIJCOSX def2/J DEFGRID3
* xyz 0 1
H 2.452 -0.003 -1.530
N 2.231 -0.692 -0.757
C 1.195 -0.332 -0.087
N 0.687 -1.054 0.921
N 0.459 0.879 -0.351
C -0.807 1.249 0.087
N -1.910 0.593 0.152
S -2.009 -0.984 -0.493
H 0.891 -2.030 1.119
H -0.122 -0.602 1.544
H 1.176 1.673 -0.391
H -0.923 2.334 0.339
H -3.319 -1.032 -0.554
*
```

Summary:
- LUMO (eV) = 0.6016
- SMILES = [H]/N=C(/N)N/C=N\S
- E_HOMO (eV) = -8.5
- orbital gap (eV) = 9.141
- ΔE to the lowest compared entry with this formula, charge and spin (kJ/mol) = 115.38
- DFT total energy (eV) = -18965.849

# 8
Density functional theory data (wB97M-V/def2-TZVPD) for the molecule C2H6N4S at a distorted geometry.

```
! wB97M-V def2-TZVPD RIJCOSX def2/J DEFGRID3
* xyz 0 1
C 0.050 -0.687 0.323
C -2.663 0.247 -0.233
N 1.276 -0.498 0.334
N 2.031 0.563 0.483
N 3.966 -0.073 -0.667
N 3.262 0.548 0.204
S -0.849 0.822 -0.074
H -0.604 -1.471 0.661
H -2.761 -0.332 0.735
H -2.595 -0.180 -1.230
H -3.377 0.928 -0.240
H 4.920 0.184 -0.904
H 3.606 1.466 0.539
*
```

Summary:
- LUMO (alpha / beta) (eV) = 0.2470 / 0.2503
- E_HOMO (alpha / beta) (eV) = -7.7 / -7.7
- orbital gap (alpha / beta) (eV) = 7.967 / 7.966
- ΔE to the lowest compared entry with this formula, charge and spin (kJ/mol) = 565.76
- DFT total energy (eV) = -18961.182